The following is a DFT calculation (ωB97M-V/def2-TZVPD) of a cluster of 2 separate species, C3H9BClFNO in total in a non-equilibrium geometry.

Atoms and positions in Å:
N (-1.157, -1.910, -0.854)
H (0.319, -1.805, -2.333)
B (0.277, 1.540, 0.483)
H (-0.872, -2.147, 0.084)
H (1.429, 0.272, -1.294)
C (0.574, -0.001, 0.668)
F (-0.901, 1.841, -0.019)
O (-1.374, 2.363, 3.240)
H (1.358, -0.146, 1.419)
Cl (1.458, 2.824, 0.919)
H (-2.073, -1.489, -0.883)
C (1.001, -0.570, -0.722)
C (-0.153, -1.146, -1.586)
H (-0.744, 2.393, 2.519)
H (-0.627, -0.307, -2.109)
H (1.833, -1.279, -0.611)
H (-0.346, -0.432, 1.079)

Forces on atoms 1 to 2 (eV/Å):
0.1 -0.3 -0.5
-0.2 0.3 0.0

Results
HOMO level, hartree: -0.08385
LUMO energy, eV: 3.09
Total charge: -1
Kohn-Sham gap, eV: 5.367


The following is a DFT calculation (ωB97M-V/def2-TZVPD) of the molecule C5H6N2O3S in a non-equilibrium geometry.

Atoms and positions in Å:
O (2.285, 0.199, -0.291)
H (1.861, 2.467, 1.042)
O (-0.927, -2.796, 0.236)
H (1.467, -2.328, -2.266)
H (-1.976, 0.719, 2.539)
H (-0.541, -2.403, -2.275)
O (1.494, -2.665, 0.432)
C (-0.046, 1.834, 1.900)
H (-0.040, 2.668, 2.626)
H (0.313, -0.795, -2.101)
N (-0.940, -0.301, 1.233)
S (0.285, -2.206, -0.160)
C (1.081, 1.649, 1.150)
C (0.374, -1.907, -1.956)
C (1.314, 0.475, 0.371)
C (-1.012, 0.784, 1.942)
N (0.074, -0.570, 0.502)

Forces on atoms 1 to 2 (eV/Å):
-1.0 -0.1 0.2
-1.0 -1.3 0.3

Results
HOMO level, hartree: -0.33972
Energy relative to the best compared isomer or geometry (same formula, charge and spin), kJ/mol: 349.7
LUMO energy, eV: -0.36
SMILES string: CS(=O)(=O)n1ncccc1=O
Kohn-Sham gap, eV: 8.889


The following is a DFT calculation (ωB97M-V/def2-TZVPD) of a structure of composition C13H44NO12 in a non-equilibrium geometry.

Atoms and positions in Å:
C (-25.576, -10.444, -26.561)
H (-25.637, -7.733, -24.895)
H (-27.631, -3.827, -29.313)
H (-25.321, -4.966, -29.133)
O (-23.588, -5.835, -25.019)
H (-24.871, -10.119, -28.689)
H (-24.958, -6.205, -23.221)
O (-25.358, -3.351, -26.423)
O (-26.014, -8.256, -24.184)
C (-22.220, -5.142, -27.108)
H (-24.254, -5.843, -27.356)
H (-27.227, -11.302, -26.261)
H (-24.465, -6.797, -21.643)
H (-25.509, -10.456, -22.757)
O (-27.187, -6.514, -26.610)
C (-24.405, -2.813, -25.523)
C (-25.480, -9.508, -22.220)
C (-25.813, -4.381, -28.356)
H (-24.732, -2.977, -24.496)
H (-26.381, -9.311, -21.640)
H (-27.560, -4.313, -26.312)
H (-20.824, -5.976, -28.722)
H (-29.020, -3.868, -27.115)
C (-26.410, -9.181, -26.373)
C (-27.938, -3.744, -27.162)
C (-25.156, -6.967, -22.468)
H (-22.511, -8.369, -26.466)
H (-25.412, -4.848, -27.457)
H (-24.524, -1.731, -25.564)
O (-23.284, -4.079, -23.871)
O (-21.952, -6.317, -26.264)
H (-25.406, -4.287, -26.214)
C (-20.946, -5.105, -28.079)
H (-27.121, -7.442, -26.385)
O (-22.937, -8.457, -25.613)
O (-26.469, -11.539, -26.801)
H (-22.450, -4.183, -23.412)
H (-22.877, -6.542, -24.061)
H (-25.495, -3.344, -28.465)
C (-25.087, -8.318, -23.111)
H (-23.293, -5.987, -28.788)
O (-24.946, -7.339, -25.516)
H (-22.279, -4.244, -26.493)
C (-24.535, -10.263, -27.662)
H (-26.980, -8.909, -27.261)
H (-23.818, -9.457, -27.504)
H (-20.037, -4.948, -27.498)
H (-23.778, -8.011, -25.718)
H (-25.755, -8.341, -26.139)
O (-27.763, -5.680, -28.398)
H (-26.352, -6.139, -26.330)
H (-23.912, -11.157, -27.620)
H (-24.078, -8.442, -23.504)
H (-26.140, -6.826, -22.021)
H (-25.052, -10.652, -25.629)
O (-22.183, -7.198, -23.999)
H (-27.556, -6.109, -27.564)
H (-27.036, -9.330, -25.493)
O (-25.452, -5.393, -25.867)
H (-27.554, -2.744, -26.959)
H (-23.340, -4.844, -24.443)
H (-24.701, -9.646, -21.469)
H (-23.378, -3.110, -25.737)
N (-24.662, -6.190, -25.398)
H (-23.818, -4.391, -28.318)
C (-27.299, -4.362, -28.423)
H (-22.632, -6.415, -25.594)
H (-22.432, -7.871, -24.633)
H (-20.972, -4.247, -28.750)
C (-23.469, -5.346, -27.925)

Forces on atoms 1 to 2 (eV/Å):
-0.4 1.3 -0.4
-4.1 -1.7 3.9

Results
HOMO level, hartree: -0.19710
Energy relative to the best compared isomer or geometry (same formula, charge and spin), kJ/mol: 1978.9
LUMO energy, eV: 1.16
Total charge: -1
Kohn-Sham gap, eV: 6.528


The following is a DFT calculation (ωB97M-V/def2-TZVPD) of a structure of composition C12H17BN6O2Ti in a non-equilibrium geometry.

Atoms and positions in Å:
H (-0.646, 4.345, -2.668)
H (1.456, -1.721, 4.460)
H (-2.088, 2.115, -3.434)
H (2.190, 1.718, 1.354)
C (1.834, -0.698, 4.403)
O (1.483, -0.072, 3.153)
C (2.167, 2.508, 2.122)
N (-1.484, -0.801, 0.468)
H (2.938, 2.296, 2.870)
C (-3.349, -1.306, -0.642)
C (1.973, -1.887, -1.622)
H (1.398, -0.070, 5.182)
C (1.626, -2.393, -2.876)
H (2.373, 3.478, 1.659)
C (-3.490, -1.795, 0.661)
N (-2.137, -0.757, -0.767)
N (-1.052, 1.216, -1.856)
C (0.143, 2.932, -1.136)
N (-0.159, 1.628, -0.871)
C (0.875, -0.788, 2.197)
C (0.362, -1.880, -3.171)
H (2.211, -3.044, -3.491)
H (2.866, -2.026, -1.040)
H (-4.012, -1.358, -1.495)
H (-4.318, -2.348, 1.063)
C (-1.386, 2.262, -2.623)
H (0.917, 3.425, -0.567)
O (0.579, -1.980, 2.253)
H (2.923, -0.671, 4.465)
B (-1.386, -0.285, -2.027)
H (-1.928, -1.774, 2.305)
N (-0.050, -1.110, -2.158)
Ti (0.286, 0.010, 0.318)
N (0.953, -1.096, -1.167)
C (-0.649, 3.371, -2.209)
H (-2.049, -0.462, -3.009)
C (-2.293, -1.502, 1.326)
H (1.188, 2.532, 2.611)
H (-0.267, -2.012, -4.039)

Forces on atoms 1 to 2 (eV/Å):
0.0 0.0 0.1
0.1 0.2 0.0

Results
HOMO level (alpha / beta), hartree: -0.58469 / -0.58520
Energy relative to the best compared isomer or geometry (same formula, charge and spin), kJ/mol: 31.9
LUMO energy (alpha / beta), eV: -8.14 / -10.68
Total charge: +2
2S+1: 3
Kohn-Sham gap (alpha / beta), eV: 7.767 / 5.246


The following is a DFT calculation (ωB97M-V/def2-TZVPD) of a cluster of 3 separate species, C2H9NO4 in total in a non-equilibrium geometry.

Atoms and positions in Å:
C (-0.265, 1.403, -1.587)
C (-0.282, -0.866, -0.594)
H (2.001, -1.334, 1.282)
H (0.035, 1.075, -2.652)
O (2.299, -0.411, 1.244)
H (-1.324, 1.580, -1.583)
H (0.232, 2.340, -1.314)
O (0.551, -1.782, -0.499)
H (-1.588, -0.666, -1.941)
O (-1.590, -1.043, -1.051)
H (3.174, -0.473, 0.791)
O (-1.184, -0.704, 2.675)
N (0.001, 0.460, -0.487)
H (0.627, 0.614, 0.240)
H (-1.976, -0.202, 2.370)
H (-0.710, 0.011, 3.105)

Forces on atoms 1 to 2 (eV/Å):
0.8 0.3 0.0
-1.1 -4.5 -2.0

Results
HOMO level (alpha / beta), hartree: -0.56096 / -0.55986
Energy relative to the best compared isomer or geometry (same formula, charge and spin), kJ/mol: 127.6
LUMO energy (alpha / beta), eV: -4.47 / -9.32
Total charge: +1
2S+1: 2
Kohn-Sham gap (alpha / beta), eV: 10.795 / 5.917


The following is a DFT calculation (ωB97M-V/def2-TZVPD) of a cluster of 2 separate species, C5H15NO in total in a non-equilibrium geometry.

Atoms and positions in Å:
H (0.574, -0.786, 0.046)
H (-1.801, 1.210, 0.049)
C (0.663, 1.732, 1.151)
H (1.700, -0.021, 2.032)
N (-0.069, -0.646, -1.804)
O (-0.793, -4.064, -1.910)
H (2.330, 1.444, 2.681)
H (0.582, 1.917, -1.119)
H (0.741, 0.779, 3.060)
C (-0.148, -0.122, -0.432)
H (-1.321, -4.842, -2.093)
C (0.740, 1.253, -0.274)
C (1.423, 1.036, 2.233)
H (-0.364, 1.971, 1.444)
H (-2.383, -0.333, -0.544)
H (0.847, -0.474, -2.195)
H (1.038, 2.778, 1.114)
H (-0.856, -0.350, -2.357)
H (-1.197, -3.205, -1.705)
H (1.705, 0.772, -0.407)
H (-1.847, -0.188, 1.022)
C (-1.564, 0.139, 0.008)

Forces on atoms 1 to 2 (eV/Å):
-1.3 -0.5 1.3
0.2 -0.1 -0.4

Results
HOMO level, hartree: -0.31795
Energy relative to the best compared isomer or geometry (same formula, charge and spin), kJ/mol: 177.3
LUMO energy, eV: 0.98
SMILES string: CCC[C@@H](C)N.O
Kohn-Sham gap, eV: 9.629


The following is a DFT calculation (ωB97M-V/def2-TZVPD) of a structure of composition C24H38AsBrMnN2O7SSi in a non-equilibrium geometry.

Atoms and positions in Å:
C (-0.581, 2.640, 4.987)
H (3.090, 5.386, -0.153)
H (-1.872, -3.215, 1.123)
C (-1.570, 2.568, 7.179)
H (1.801, -0.860, 0.544)
C (-1.768, -4.501, -1.279)
H (-2.500, -1.651, 0.595)
H (1.581, -3.683, 1.673)
H (-2.530, 0.737, 7.737)
H (2.622, 5.320, -2.592)
O (-1.771, 1.119, 2.282)
H (1.310, 3.910, -5.748)
C (0.233, -2.955, -4.007)
C (-2.451, -2.713, 0.353)
H (2.775, -1.378, -0.839)
H (-3.937, -2.875, -1.794)
C (0.785, 3.486, -3.837)
S (-0.785, 0.493, 3.268)
C (-1.923, -2.970, -1.069)
H (0.040, -4.199, 1.016)
C (0.711, -3.347, 1.103)
C (2.092, 4.655, -1.923)
C (1.160, 3.744, -2.390)
H (-1.782, 3.059, 8.118)
C (-0.872, 3.261, 6.189)
C (-1.987, 1.267, 6.967)
H (-3.073, -1.359, -2.028)
H (1.819, -0.723, -4.199)
H (-0.266, 2.294, -1.842)
C (-0.778, -0.676, -3.728)
C (-2.969, -2.444, -2.061)
C (-1.709, 0.631, 5.761)
C (0.482, 2.972, -1.471)
N (1.553, 4.065, -4.784)
Si (-0.197, -2.306, -1.401)
As (0.427, 3.679, 3.748)
C (2.346, 4.715, -0.558)
O (-0.432, 3.453, 2.122)
H (-0.302, -0.185, -4.579)
Br (-0.603, 0.294, -0.345)
H (-1.079, 0.118, -3.047)
H (-0.561, 4.281, 6.366)
H (-2.027, -0.387, 5.584)
H (2.985, -2.143, 0.728)
O (-0.082, 5.285, 4.104)
C (-1.011, 1.319, 4.783)
C (1.911, -3.979, -1.006)
C (0.229, -1.679, -3.125)
H (0.494, -2.659, -5.026)
H (-1.077, -4.962, -0.573)
H (0.216, -2.569, 1.688)
Mn (-0.482, 2.003, 1.234)
C (1.209, -2.821, -0.251)
H (-2.759, -2.743, -3.087)
O (-0.877, -0.904, 3.417)
H (0.680, 5.886, 4.077)
O (0.471, 1.065, 2.600)
H (-1.677, -1.161, -4.097)
H (1.679, -0.139, -2.542)
C (2.243, -1.723, 0.045)
O (-0.155, 2.763, -4.081)
H (-0.748, -3.430, -4.054)
N (0.698, 3.047, -0.148)
C (1.620, -1.031, -3.170)
H (-2.746, -4.962, -1.122)
H (2.370, 4.610, -4.582)
H (0.966, -3.699, -3.691)
O (2.002, 3.531, 3.472)
H (2.360, -3.662, -1.946)
H (2.719, -4.352, -0.371)
H (-3.470, -3.104, 0.404)
H (1.872, 3.887, 1.354)
H (-1.452, -4.759, -2.291)
H (1.244, -4.821, -1.204)
C (1.646, 3.899, 0.298)
H (2.419, -1.712, -2.879)

Forces on atoms 1 to 2 (eV/Å):
-0.2 -0.1 -0.1
0.0 0.0 0.0

Results
HOMO level (alpha / beta), hartree: -0.55267 / -0.55272
Energy relative to the best compared isomer or geometry (same formula, charge and spin), kJ/mol: 77.2
LUMO energy (alpha / beta), eV: -9.89 / -8.37
Total charge: +2
2S+1: 2
Kohn-Sham gap (alpha / beta), eV: 5.150 / 6.673


The following is a DFT calculation (ωB97M-V/def2-TZVPD) of a structure of composition C22H50GeN5O5W in a non-equilibrium geometry.

Atoms and positions in Å:
H (3.327, 1.300, 2.257)
C (-1.475, -1.148, 3.255)
H (1.307, 2.628, 2.413)
H (-0.404, -0.251, -3.555)
H (-0.143, -2.434, -1.966)
C (0.142, 1.849, -3.522)
H (-0.775, -3.325, 4.847)
C (1.558, 3.251, 1.552)
H (1.925, 4.203, 1.936)
C (0.842, -2.651, -2.377)
N (-0.403, -6.039, 1.535)
H (0.979, -2.711, 0.249)
O (-1.924, -2.610, 0.614)
C (3.731, 1.961, 1.489)
H (3.962, 3.158, -0.940)
H (2.502, -3.514, -0.142)
C (1.987, -2.552, -0.136)
W (0.169, 0.820, -0.454)
H (3.528, -3.147, -2.369)
H (3.594, 4.451, 0.187)
O (1.578, -0.569, -1.432)
H (-4.246, 3.010, -0.900)
H (2.374, 3.965, -0.992)
O (0.832, 1.718, -2.236)
H (4.397, 1.386, 0.845)
H (-3.798, 2.796, 1.555)
H (0.881, -2.314, -3.412)
H (-1.206, 3.337, -4.316)
H (-2.187, -0.319, 3.158)
N (-1.133, 1.919, -0.232)
H (-2.981, 2.668, -2.072)
H (4.080, -1.647, -1.627)
H (1.986, 2.465, -4.487)
H (-2.976, -2.632, 2.813)
O (1.974, 1.508, -0.049)
C (-1.937, 4.214, 0.015)
N (-0.740, -4.382, 3.097)
C (-3.349, 2.420, -1.081)
C (1.929, -1.977, -1.548)
H (-1.410, 0.792, -4.566)
H (-1.005, 3.392, -2.563)
H (0.790, 0.368, 2.338)
H (0.259, -1.801, 2.113)
C (-0.487, 3.233, -3.503)
H (-1.216, 4.434, 0.799)
C (3.167, 3.598, -0.337)
H (-0.725, 0.924, 2.077)
H (-0.763, -6.761, 0.934)
H (-2.178, -4.331, 4.590)
H (-0.835, -0.890, 4.103)
C (-0.599, -1.135, 1.989)
C (-1.265, -1.593, 0.664)
C (-1.503, -3.630, 4.095)
H (-1.517, 4.528, -0.938)
H (-3.182, -4.768, 2.429)
H (0.565, -6.116, 1.795)
H (-2.174, 2.585, 2.183)
H (0.994, -3.731, -2.376)
C (-0.885, 0.727, -3.612)
C (2.614, 2.596, 0.668)
H (3.278, -1.630, -3.213)
H (0.701, 1.985, -5.587)
H (0.262, -4.309, 3.127)
Ge (2.578, 0.929, -2.060)
H (-2.899, -6.178, 1.522)
H (-1.628, 0.801, -2.812)
C (-2.848, 2.296, 1.373)
H (4.323, 2.728, 1.985)
O (-1.005, -0.841, -0.364)
H (2.534, -1.879, 0.527)
C (-1.244, -5.294, 2.267)
N (-2.551, -5.513, 2.193)
C (1.174, 1.751, -4.633)
H (-3.030, 1.218, 1.400)
H (-2.829, 4.809, 0.203)
N (-0.046, 0.224, 1.778)
H (-2.908, -2.119, 4.476)
C (3.286, -2.095, -2.226)
H (1.584, 0.741, -4.723)
H (0.656, 3.447, 0.973)
H (0.271, 4.007, -3.615)
C (-2.289, -2.399, 3.621)
C (-2.306, 2.726, 0.003)
H (-3.620, 1.364, -1.066)

Forces on atoms 1 to 2 (eV/Å):
0.0 0.0 0.0
-0.1 -0.1 -0.1

Results
HOMO level (alpha / beta), hartree: -0.46919 / -0.53544
Energy relative to the best compared isomer or geometry (same formula, charge and spin), kJ/mol: 0.0
LUMO energy (alpha / beta), eV: -4.73 / -4.85
Total charge: +2
2S+1: 2
Kohn-Sham gap (alpha / beta), eV: 8.042 / 9.715